# 1
Entry from the Open Molecules 2025 dataset: the molecule C18H26N2O5S2 (ωB97M-V/def2-TZVPD).

The structure (SMILES) is CS(=O)(=O)N(CC(=O)NCCSC1CCCCC1)c1ccc2c(c1)OCO2. The value obtained for the gap between HOMO and LUMO is 8.4 eV.

The geometry in ORCA input format:
```
! wB97M-V def2-TZVPD RIJCOSX def2/J DEFGRID3
* xyz 0 1
C 3.186 0.293 -1.012
S 1.446 0.029 -1.440
O 1.323 -0.205 -2.841
O 0.703 1.126 -0.882
N 1.012 -1.324 -0.571
C 0.467 -1.100 0.749
C -1.069 -1.199 0.789
O -1.644 -1.976 1.525
N -1.677 -0.370 -0.069
C -3.113 -0.297 -0.188
C -3.699 0.917 0.529
S -3.060 2.486 -0.170
C -2.174 3.219 1.267
C -1.761 4.629 0.861
C -1.009 5.315 1.997
C 0.216 4.496 2.393
C -0.206 3.090 2.804
C -0.956 2.399 1.666
C 1.200 -2.629 -1.045
C 0.512 -3.695 -0.469
C 0.701 -5.007 -0.897
C 1.589 -5.221 -1.920
C 2.271 -4.155 -2.507
C 2.108 -2.859 -2.089
O 3.093 -4.628 -3.493
C 2.888 -6.026 -3.529
O 1.962 -6.392 -2.529
H 3.230 0.555 0.037
H 3.553 1.108 -1.622
H 3.741 -0.614 -1.210
H 0.883 -1.823 1.457
H 0.752 -0.090 1.051
H -1.125 0.319 -0.566
H -3.376 -0.255 -1.248
H -3.521 -1.209 0.257
H -3.456 0.899 1.589
H -4.781 0.928 0.406
H -2.897 3.261 2.088
H -2.646 5.206 0.587
H -1.118 4.562 -0.020
H -0.706 6.316 1.683
H -1.670 5.420 2.861
H 0.743 4.984 3.215
H 0.898 4.433 1.542
H 0.671 2.497 3.074
H -0.852 3.148 3.683
H -1.258 1.400 1.988
H -0.302 2.297 0.797
H -0.198 -3.521 0.321
H 0.163 -5.820 -0.442
H 2.623 -2.060 -2.587
H 2.497 -6.315 -4.518
H 3.845 -6.542 -3.353
*
```

# 2
Entry from the Open Molecules 2025 dataset: a cluster of 5 separate species, C18H26N4OS in total (ωB97M-V/def2-TZVPD).

The value obtained for the gap between HOMO and LUMO is 8.8 eV.

The geometry in ORCA input format:
```
! wB97M-V def2-TZVPD RIJCOSX def2/J DEFGRID3
* xyz 0 1
C -0.850 0.792 1.788
S -1.550 1.212 0.175
O -0.788 2.361 -0.437
C -1.147 -0.351 -0.723
H -1.065 1.659 2.413
H 0.191 0.496 1.723
H -1.460 0.002 2.232
H -0.085 -0.428 -0.941
H -1.779 -0.517 -1.595
H -1.473 -1.201 -0.112
N 2.842 -1.284 0.482
C 1.982 -2.169 1.105
C 1.917 -3.300 0.327
C 2.683 -3.054 -0.828
C 3.155 -1.765 -0.764
H 2.912 -0.333 0.811
H 1.408 -1.870 1.966
H 1.363 -4.197 0.551
H 2.686 -3.642 -1.734
H 3.625 -1.208 -1.555
N 0.175 -0.159 -5.395
C 0.199 1.152 -5.721
C 0.172 1.881 -4.555
C 0.164 0.953 -3.476
C 0.199 -0.312 -4.037
H 0.021 -0.887 -6.066
H 0.025 1.459 -6.741
H 0.087 2.952 -4.491
H 0.024 1.252 -2.451
H 0.166 -1.314 -3.641
N 4.586 1.918 0.637
C 3.988 1.913 -0.578
C 2.624 2.051 -0.381
C 2.402 2.065 1.028
C 3.638 2.041 1.608
H 5.573 1.870 0.802
H 4.528 1.820 -1.505
H 1.855 2.048 -1.136
H 1.457 2.118 1.531
H 3.916 2.107 2.649
N -5.341 -1.286 4.712
C -4.453 -0.263 4.580
C -4.288 -0.029 3.230
C -5.195 -0.822 2.546
C -5.792 -1.656 3.453
H -5.748 -1.690 5.532
H -3.972 0.195 5.428
H -3.604 0.660 2.761
H -5.458 -0.799 1.500
H -6.515 -2.438 3.294
*
```

# 3
Entry from the Open Molecules 2025 dataset: the molecule C18H26OSi2 (ωB97M-V/def2-TZVPD).

The structure (SMILES) is C[Si](C)(Cc1ccccc1)O[Si](C)(C)Cc1ccccc1. The value obtained for the gap between HOMO and LUMO is 9.3 eV.

The geometry in ORCA input format:
```
! wB97M-V def2-TZVPD RIJCOSX def2/J DEFGRID3
* xyz 0 1
C 1.163 2.614 0.513
Si 0.746 1.011 -0.394
C 0.141 1.497 -2.081
C 2.372 0.005 -0.495
C 3.042 -0.372 0.840
C 2.663 -1.538 1.518
C 3.272 -1.889 2.741
C 4.196 -1.063 3.341
C 4.522 0.150 2.727
C 3.990 0.524 1.500
O -0.352 -0.061 0.337
Si -1.775 -0.587 1.039
C -1.394 -1.987 2.190
C -2.590 0.791 2.072
C -2.935 -1.290 -0.316
C -2.713 -0.718 -1.728
C -3.046 0.608 -1.938
C -2.749 1.176 -3.168
C -2.221 0.491 -4.204
C -1.981 -0.855 -4.051
C -2.167 -1.440 -2.795
H 2.093 2.962 0.155
H 1.265 2.363 1.580
H 0.461 3.430 0.327
H -0.839 1.931 -1.977
H 0.812 2.190 -2.395
H 0.182 0.607 -2.720
H 2.355 -0.914 -1.182
H 2.900 0.770 -1.043
H 1.767 -2.132 1.108
H 2.963 -2.815 3.156
H 4.696 -1.391 4.211
H 5.220 0.894 3.185
H 4.358 1.347 0.967
H -0.847 -1.556 3.058
H -2.185 -2.414 2.807
H -0.792 -2.810 1.718
H -3.341 0.546 2.769
H -3.051 1.356 1.270
H -1.928 1.500 2.567
H -3.898 -1.084 0.113
H -2.784 -2.361 -0.308
H -3.451 1.180 -1.102
H -2.681 2.303 -3.201
H -2.031 0.915 -5.189
H -1.700 -1.453 -4.929
H -1.731 -2.432 -2.592
*
```

# 4
Entry from the Open Molecules 2025 dataset: a cluster of 2 separate species, C18H27BBr2F2NO7 in total (ωB97M-V/def2-TZVPD).

The value obtained for the gap between HOMO and LUMO is 8.6 eV.

The geometry in ORCA input format:
```
! wB97M-V def2-TZVPD RIJCOSX def2/J DEFGRID3
* xyz -1 1
C 0.816 -3.035 1.374
C 0.882 -1.654 0.691
C 0.572 -1.794 -0.787
C 0.323 -0.528 -1.611
C -0.072 -1.029 -3.014
N 1.536 0.316 -1.789
C 1.275 1.661 -1.559
O 1.916 2.593 -2.020
C 0.009 1.794 -0.695
C 0.262 2.109 0.775
Br 2.069 1.567 1.330
C 0.181 3.582 1.167
C -0.056 3.720 2.684
Br -1.274 4.524 0.251
C -0.713 0.449 -0.995
C -2.004 0.655 -1.778
C -3.028 -0.487 -1.539
C -4.368 0.002 -0.943
C -4.702 -0.759 0.326
O -3.735 -0.428 1.348
C -4.323 0.099 2.456
O -4.576 -0.537 3.459
H 0.888 -3.817 0.622
H 1.649 -3.190 2.049
H -0.127 -3.181 1.892
H 1.879 -1.270 0.832
H 0.167 -1.011 1.197
H 1.395 -2.334 -1.243
H -0.329 -2.402 -0.880
H -0.067 -0.238 -3.756
H 0.618 -1.814 -3.304
H -1.054 -1.487 -2.968
H 1.891 0.278 -2.738
H -0.579 2.542 -1.207
H -0.395 1.512 1.396
H 1.109 4.080 0.933
H 0.513 4.549 3.089
H 0.304 2.821 3.171
H -1.104 3.873 2.900
H -1.041 0.074 -0.025
H -2.467 1.594 -1.494
H -1.827 0.719 -2.848
H -3.244 -0.992 -2.473
H -2.574 -1.191 -0.850
H -4.331 1.055 -0.691
H -5.164 -0.206 -1.653
H -5.714 -0.520 0.649
H -4.646 -1.829 0.158
H -4.503 1.182 2.420
B 5.370 -0.405 1.456
O 6.471 -0.931 0.595
C 6.011 -1.898 -0.171
O 6.641 -2.525 -0.979
C 4.519 -2.089 0.138
O 3.785 -2.884 -0.388
O 4.178 -1.231 1.075
F 5.117 0.928 1.169
F 5.668 -0.579 2.797
*
```

# 5
Entry from the Open Molecules 2025 dataset: a structure of composition C18H27BrF6IrN5O6S4Si (ωB97M-V/def2-TZVPD).

The value obtained for the gap between HOMO and LUMO is 7.7 eV.

The geometry in ORCA input format:
```
! wB97M-V def2-TZVPD RIJCOSX def2/J DEFGRID3
* xyz 0 1
Ir -0.083 -0.136 0.890
C -3.937 0.821 -2.796
C -3.185 1.712 -1.883
N -3.245 2.998 -1.828
N -2.331 3.340 -0.855
C -1.709 2.287 -0.330
S -0.540 2.219 0.867
N -2.283 1.250 -0.934
N -1.822 -0.036 -0.730
H -4.533 1.429 -3.470
H -4.597 0.151 -2.242
H -3.239 0.220 -3.384
H -2.098 4.304 -0.692
H -1.264 -0.355 -1.535
H -2.613 -0.654 -0.585
C -0.417 -3.707 -1.240
S -0.727 -3.000 0.390
C 0.638 -3.750 1.297
H 0.565 -3.422 -1.600
H -1.176 -3.320 -1.918
H -0.502 -4.792 -1.181
H 0.504 -4.831 1.334
H 0.615 -3.336 2.305
H 1.578 -3.480 0.826
Br 7.346 -2.308 1.900
C 6.138 -0.853 2.013
C 6.618 0.399 2.363
C 5.730 1.462 2.456
C 4.379 1.269 2.206
C 3.920 0.008 1.849
C 4.799 -1.063 1.748
C 2.478 -0.210 1.564
O 1.620 0.663 1.957
O 2.083 -1.228 0.969
H 7.673 0.539 2.556
H 6.096 2.445 2.725
H 3.675 2.088 2.277
H 4.425 -2.037 1.467
C -0.786 1.661 4.216
Si -1.104 -0.164 4.006
C -2.544 -0.648 5.106
C 0.382 -1.191 4.491
C -1.586 -0.580 2.239
H -0.529 1.894 5.254
H -1.674 2.241 3.947
H 0.039 1.987 3.580
H -2.274 -0.554 6.164
H -2.857 -1.682 4.932
H -3.409 -0.001 4.927
H 0.827 -0.825 5.422
H 1.151 -1.142 3.716
H 0.100 -2.238 4.643
H -2.474 -0.004 1.948
H -1.828 -1.645 2.207
F 3.789 -0.660 -2.047
C 2.680 -1.257 -2.457
F 2.848 -1.714 -3.693
F 2.416 -2.285 -1.654
S 1.260 -0.087 -2.427
O 1.190 0.437 -1.074
O 0.120 -0.893 -2.824
N 1.827 0.917 -3.497
S 0.836 2.073 -3.957
O 1.479 3.317 -4.217
O -0.369 2.073 -3.151
C 0.251 1.469 -5.602
F -0.652 0.500 -5.435
F 1.262 0.989 -6.321
F -0.321 2.470 -6.265
*
```

# 6
Entry from the Open Molecules 2025 dataset: a structure of composition C18H27BrInNO4P2 (ωB97M-V/def2-TZVPD).

The value obtained for the gap between HOMO and LUMO is 5.4 eV.

The geometry in ORCA input format:
```
! wB97M-V def2-TZVPD RIJCOSX def2/J DEFGRID3
* xyz 2 1
In -0.028 -0.959 0.492
P -2.231 -0.331 -0.789
C -1.994 -0.139 -2.592
C -0.761 0.620 -2.897
N 0.266 0.533 -2.042
C 1.484 0.955 -2.436
C 1.656 1.666 -3.617
C 0.576 1.920 -4.404
C -0.671 1.410 -4.058
C 2.678 0.594 -1.571
P 2.399 -0.894 -0.504
H -1.565 1.571 -4.648
H 2.695 1.985 -3.876
H 0.688 2.460 -5.348
H 3.564 0.406 -2.198
H 2.935 1.419 -0.897
H -1.926 -1.093 -3.089
H -2.904 0.331 -2.979
H -0.907 -2.755 -2.743
O -1.540 -2.155 -3.514
H -2.259 -2.673 -4.079
H -0.149 -2.727 -0.858
O -0.603 -3.421 -1.650
H 0.215 -3.923 -1.786
C 2.821 -2.301 -1.659
H 3.870 -2.152 -2.007
H 2.767 -3.252 -1.073
H 2.133 -2.288 -2.543
C 3.701 -0.850 0.764
H 3.660 -1.791 1.334
H 4.689 -0.767 0.290
H 3.521 0.026 1.403
C -2.878 1.151 0.149
H -3.917 1.395 -0.146
H -2.912 0.899 1.229
H -2.226 2.033 0.017
C -3.519 -1.601 -0.584
H -3.771 -1.722 0.480
H -4.416 -1.279 -1.126
H -3.144 -2.545 -1.007
Br -0.781 3.492 2.641
C -0.346 2.451 4.128
C -0.429 3.064 5.396
C -0.244 2.273 6.563
C 0.055 0.877 6.455
C 0.148 0.318 5.160
C -0.033 1.060 3.971
C 0.028 0.334 2.637
O -0.269 -0.935 2.619
O 0.340 0.919 1.521
H -0.661 4.146 5.480
H -0.334 2.742 7.540
H 0.188 0.261 7.372
H 0.344 -0.758 5.077
*
```

# 7
Entry from the Open Molecules 2025 dataset: a structure of composition C18H27Cl2CrN2O4 (ωB97M-V/def2-TZVPD).

The value obtained for the gap between HOMO and LUMO (spin up / spin down) is 4.0 / 7.1 eV.

The geometry in ORCA input format:
```
! wB97M-V def2-TZVPD RIJCOSX def2/J DEFGRID3
* xyz -1 5
O 0.314 1.131 -0.980
C -0.565 1.371 -1.841
C -0.240 2.037 -3.081
C 0.945 2.786 -3.250
H 1.592 2.981 -2.389
C 1.265 3.242 -4.530
H 2.178 3.824 -4.682
C 0.418 2.966 -5.618
H 0.683 3.326 -6.615
C -0.765 2.241 -5.435
H -1.439 2.050 -6.272
C -1.088 1.775 -4.168
H -1.983 1.189 -3.972
H -1.558 0.923 -1.729
C -2.602 1.999 0.404
C -1.969 0.957 1.237
H -3.288 2.602 1.017
H -3.179 1.552 -0.420
H -1.849 2.679 -0.019
C -2.463 0.483 2.377
C -3.723 0.930 3.066
H -1.935 -0.312 2.899
H -4.291 1.630 2.442
H -3.501 1.424 4.020
H -4.364 0.079 3.326
Cr -0.088 0.140 0.665
Cl 0.931 2.034 1.553
Cl -1.226 -1.341 -0.660
H 4.377 0.616 -1.634
H 5.586 1.050 0.087
C 3.438 0.319 -1.162
C 4.800 0.948 0.839
N 3.710 0.172 0.266
H 3.094 -0.640 -1.571
C 2.782 -0.356 1.068
O 1.683 -0.791 0.637
H 5.194 0.425 1.721
H 3.028 -0.367 2.146
H 2.666 1.082 -1.356
H 4.473 1.954 1.149
H -1.519 -4.968 3.706
H -0.421 -6.105 1.650
C -1.823 -4.140 3.052
C -0.830 -5.261 1.080
N -0.919 -4.071 1.913
H -1.780 -3.198 3.606
C -0.309 -2.930 1.548
O -0.507 -1.815 2.096
H -0.165 -5.053 0.236
H 0.390 -3.032 0.698
H -2.853 -4.342 2.717
H -1.819 -5.562 0.703
O 0.970 -0.559 4.200
C 0.545 -0.075 3.258
*
```

# 8
Entry from the Open Molecules 2025 dataset: a structure of composition C18H27ClN2OsS (ωB97M-V/def2-TZVPD).

The value obtained for the gap between HOMO and LUMO (spin up / spin down) is 4.8 / 4.8 eV.

The geometry in ORCA input format:
```
! wB97M-V def2-TZVPD RIJCOSX def2/J DEFGRID3
* xyz 2 5
C 0.404 0.110 -6.428
C 1.776 0.576 -6.003
C 0.150 -1.365 -6.288
C -0.731 1.015 -6.010
Cl 0.540 0.635 -1.718
H 0.065 -1.994 -7.191
H -0.766 -1.541 -5.704
H 0.926 -1.830 -5.662
H 2.489 0.940 -6.760
H 2.297 -0.221 -5.453
H 1.697 1.376 -5.252
H -1.267 1.616 -6.765
H -0.394 1.727 -5.239
H -1.503 0.440 -5.477
C 1.142 -1.587 1.297
C 0.946 -2.727 0.449
C 1.681 -2.497 -0.751
H 0.378 -3.604 0.705
C 2.415 -1.305 -0.596
C 2.015 -0.682 0.629
H 2.340 0.277 0.994
H 0.744 -1.420 2.285
H 1.727 -3.179 -1.592
H 3.082 -0.874 -1.345
C -1.845 0.227 0.365
C -1.534 -0.976 1.072
C -1.761 -2.080 0.168
H -1.281 -1.033 2.125
C -2.183 -1.541 -1.076
C -2.307 -0.135 -0.937
H -2.600 0.554 -1.733
H -1.755 1.233 0.762
H -1.721 -3.128 0.454
H -2.433 -2.123 -1.963
Os 0.015 -1.015 -0.344
S 0.505 1.910 2.082
C 0.198 1.687 3.735
N -1.016 1.272 4.169
C -1.375 1.119 5.573
C -0.634 2.136 6.419
C 0.852 2.100 6.131
N 1.120 1.945 4.695
H -1.666 1.000 3.438
H -1.119 0.105 5.910
H -2.460 1.246 5.655
H -0.821 1.927 7.476
H -1.004 3.146 6.214
H 1.327 1.276 6.677
H 1.318 3.032 6.473
H 2.025 2.229 4.335
*
```

no.,E (eV)
1,-53976.1069
2,-37928.4125
3,-36893.7992
4,-181131.8553
5,-179244.3214
6,-122562.2154
7,-83742.1628
8,-47888.7006